Record 1
Here is a single C2H6N6 molecule in a non-equilibrium geometry from OMol25. Energies are from ωB97M-V/def2-TZVPD.

Results
LUMO	0.0252	Eh
orbital gap	8.76	eV
SMILES string	N/N=c1/[nH]ncn1N
molar mass	114.11	g/mol

Last column: Löwdin charge in e.
Atoms and positions in Å:
N: 2.2431 -0.1699 0.2122  -0.152
N: 1.2665 -1.1552 -0.0186  -0.094
C: 0.0289 -0.6979 -0.3063  -0.262
N: -1.1432 -1.5376 -0.3556  0.022
N: -2.1881 -0.8800 0.1841  0.030
C: -1.9223 0.2938 0.2776  -0.251
N: -0.5910 0.4675 0.2191  -0.125
N: -0.3097 1.6939 -0.3270  0.008
H: 2.5990 -0.1737 1.3071  0.126
H: 3.2045 -0.4079 -0.4624  0.142
H: -1.0301 -2.6054 -0.2382  0.183
H: -2.4723 1.1181 0.8668  0.165
H: 0.6207 2.1240 -0.0264  0.109
H: -0.3060 1.9303 -1.3322  0.099


Record 2
Here is a molecular structure, C30H28IrN3O5S2 from OMol25. Energies are from ωB97M-V/def2-TZVPD.

Results
LUMO	-0.0336	Eh
orbital gap	4.97	eV
molar mass	766.92	g/mol

Last column: Löwdin charge in e.
Atoms and positions in Å:
Ir: 0.0856 -0.2057 1.2529  1.291
O: 1.5948 3.5354 1.9020  0.083
C: 0.9679 2.5236 1.6627  -0.604
O: 1.4312 1.3195 1.6186  -0.196
C: -0.5219 2.6073 1.3793  -0.161
C: -1.1283 3.8375 1.0872  0.027
C: -2.4589 3.8546 0.7884  0.020
C: -3.1961 2.6488 0.8010  -0.143
C: -4.5789 2.5967 0.5030  -0.028
C: -5.2480 1.4084 0.5361  -0.066
C: -4.5642 0.2163 0.8629  -0.049
C: -3.2294 0.2291 1.1498  -0.005
C: -2.5223 1.4517 1.1258  -0.179
N: -1.1826 1.4671 1.4137  0.013
H: -0.5074 4.7214 1.1065  0.125
H: -2.9641 4.7802 0.5395  0.123
H: -5.0913 3.5173 0.2523  0.116
H: -6.3046 1.3730 0.3062  0.107
H: -5.1038 -0.7214 0.8766  0.112
H: -2.6897 -0.6859 1.3529  0.089
O: -0.8825 -2.0073 1.1208  -0.202
C: 0.2141 -2.6028 0.7226  -0.529
O: 1.2168 -1.8013 0.7713  -0.181
C: 0.2409 -3.9757 0.3139  -0.172
C: -0.9125 -4.7267 0.6497  -0.052
C: -1.0214 -6.0514 0.3413  -0.109
C: 0.0507 -6.6608 -0.3458  -0.097
C: 1.1595 -5.9484 -0.6972  -0.146
C: 1.3307 -4.5579 -0.4008  -0.696
S: 2.7431 -3.7812 -0.9459  0.564
H: -1.7136 -4.2214 1.1742  0.106
H: -1.9002 -6.6177 0.6181  0.090
H: -0.0066 -7.7116 -0.6061  0.098
H: 1.9693 -6.4235 -1.2353  0.083
C: 0.4909 0.9178 4.3751  -0.315
S: 0.4436 -0.6302 3.4586  0.860
C: -1.1314 -1.2418 4.0884  -0.319
H: 0.5044 0.6663 5.4341  0.054
H: -0.3823 1.5241 4.1399  0.052
H: 1.4032 1.4459 4.1128  0.049
H: -1.9057 -0.4882 3.9506  0.047
H: -0.9988 -1.4622 5.1462  0.050
H: -1.3801 -2.1441 3.5383  0.040
C: 2.5000 1.2510 -4.1641  0.018
N: 1.2600 1.3011 -3.4048  -0.053
N: 1.2129 0.7353 -2.1394  0.076
C: -0.0716 0.3938 -1.8563  -0.358
O: -0.4917 -0.0773 -0.7661  -0.099
C: -0.8398 0.6895 -3.0167  0.079
C: 0.0185 1.2114 -3.9411  -0.262
C: -0.2251 1.6057 -5.3548  -0.007
C: 2.3100 0.8847 -1.2313  -0.223
C: 2.7470 2.1639 -0.9027  -0.039
C: 3.8030 2.3004 -0.0201  -0.082
C: 4.3934 1.1697 0.5341  -0.066
C: 3.9406 -0.0954 0.1981  -0.047
C: 2.8988 -0.2501 -0.7086  -0.044
H: 3.3320 1.2166 -3.4674  0.092
H: 2.5886 2.1524 -4.7664  0.096
H: 2.5356 0.3676 -4.8042  0.104
H: -1.8986 0.5281 -3.1150  0.121
H: -1.2932 1.6109 -5.5564  0.086
H: 0.2475 0.8993 -6.0400  0.091
H: 0.1758 2.5975 -5.5652  0.088
H: 2.2526 3.0311 -1.3251  0.125
H: 4.1443 3.2868 0.2627  0.109
H: 5.2029 1.2847 1.2433  0.106
H: 4.3782 -0.9854 0.6311  0.115
H: 2.5583 -1.2481 -0.9660  0.024


Record 3
Here is a molecular structure, C25H42Cl2O2P2Rh in a non-equilibrium geometry from OMol25. Energies are from ωB97M-V/def2-TZVPD.

Results
spin multiplicity	5
charge	+1
LUMO (alpha / beta)	-0.1143 / -0.1772	Eh
orbital gap (alpha / beta)	7.19 / 6.06	eV
⟨S²⟩	6.027
molar mass	610.37	g/mol

Last column: Löwdin charge in e.
Atoms and positions in Å:
Rh: 0.2851 -0.5067 -1.6026  0.770
C: -0.8990 -1.7937 2.2009  -0.156
C: 0.4074 -2.0481 1.6245  -0.189
C: 0.6524 -0.5758 3.3621  -0.154
C: -0.7199 -0.8839 3.2457  -0.174
C: 1.3705 -1.2658 2.3657  -0.245
C: -2.1405 -2.5771 2.0481  -0.031
H: -2.0823 -3.3015 1.2294  0.057
H: -2.9935 -1.9071 1.8681  0.088
H: -2.3602 -3.1371 2.9739  0.118
C: -1.7303 -0.4026 4.1878  0.006
H: -2.7421 -0.6283 3.8421  0.090
H: -1.6303 0.6846 4.3090  0.089
H: -1.5866 -0.8632 5.1729  0.112
C: 1.2037 0.2369 4.4445  0.013
H: 1.0047 -0.2229 5.4239  0.116
H: 0.7101 1.2275 4.4514  0.085
H: 2.2873 0.3865 4.3575  0.092
C: 2.8392 -1.4716 2.4547  -0.100
H: 3.0884 -1.8816 3.4454  0.107
H: 3.3817 -0.5148 2.3615  0.062
H: 3.2147 -2.1701 1.6934  0.080
C: 0.7788 -3.4085 1.2552  -0.032
H: 1.1902 -3.8336 2.1949  0.127
H: 1.5642 -3.5001 0.4948  0.091
H: -0.0801 -4.0288 1.0000  0.079
C: -1.3195 1.4642 -2.9191  -0.139
C: -1.9339 0.1211 -3.1097  -0.427
C: -1.3841 -0.9059 -4.1629  -0.186
C: 0.0944 -0.8806 -4.4503  -0.172
C: 1.0003 -0.5679 -3.2571  -0.397
C: 1.5091 0.7840 -3.0813  -0.154
C: 1.0154 2.0243 -3.7575  -0.163
C: -0.5295 2.0629 -4.0131  -0.179
H: -1.8885 -0.6747 -5.1166  0.128
H: 0.3093 -0.1990 -5.2953  0.124
H: -1.7071 -1.8822 -3.7745  0.087
H: -0.7688 1.5973 -4.9974  0.122
H: -2.0358 2.1399 -2.4417  0.115
H: -2.9967 0.3461 -3.3259  0.124
H: -0.8126 3.1274 -4.0392  0.124
H: 1.2789 2.8701 -3.0792  0.121
H: 2.5285 0.8748 -2.7024  0.084
H: 1.5424 2.2242 -4.7272  0.141
H: 0.3823 -1.8968 -4.7364  0.120
H: 1.7304 -1.3626 -2.9721  0.110
P: -1.8884 -0.6127 -1.3947  0.873
C: -2.9785 0.4098 -0.4242  -0.200
C: -1.8159 -2.4119 -1.2441  -0.229
P: 2.2088 0.4419 0.3699  0.958
C: 0.6487 1.0247 -0.5498  -0.432
C: 3.3226 -0.5758 -0.7216  -0.256
C: 2.6594 2.1943 0.4980  -0.253
H: -2.4009 1.1745 0.1205  0.031
H: -3.5205 -0.1961 0.3215  0.056
H: -3.7277 0.9462 -1.0172  0.067
H: -1.2310 -2.9136 -2.0223  0.058
H: -2.8675 -2.6920 -1.2723  0.064
H: -1.3634 -2.7483 -0.2930  -0.003
H: 2.8278 2.5356 -0.5386  0.052
H: 3.5468 2.2815 1.1363  0.048
H: 1.8099 2.7639 0.9218  0.008
H: -0.0703 1.3472 0.2363  -0.001
H: 0.7091 1.7975 -1.3537  0.024
H: 4.1649 -0.8738 -0.0963  0.038
H: 3.7178 0.0249 -1.5519  0.034
H: 2.8760 -1.4905 -1.1352  0.025
Cl: -0.1268 4.5992 0.7083  0.531
C: -1.2569 4.1144 2.0809  -0.926
Cl: -2.9654 4.0255 1.5752  0.573
C: -0.8021 2.6749 2.6188  -0.759
O: -0.5334 2.7484 3.8338  -0.032
O: -0.8461 1.6824 1.8495  -0.101
H: -1.1249 4.8490 2.8980  0.070


Record 4
Here is 2 unconnected molecules or ions with the total composition C3H8NOP in a non-equilibrium geometry from OMol25. Energies are from ωB97M-V/def2-TZVPD.

Results
LUMO (alpha / beta)	-0.0197 / -0.0053	Eh
orbital gap (alpha / beta)	6.50 / 8.88	eV
molar mass	105.08	g/mol

Last column: Löwdin charge in e.
Atoms and positions in Å:
C: 1.6678 0.4910 -0.3181  -0.103
C: 2.5217 -0.7971 -0.1065  -0.208
C: -2.4164 -0.2309 -0.2611  -0.200
N: 1.1963 -0.9166 -0.4106  -0.361
O: -1.1278 -0.5962 -0.8160  -0.500
P: -0.2923 -1.5027 0.1735  0.918
H: 1.2187 1.0173 0.5241  0.038
H: 1.8217 1.0555 -1.1722  0.066
H: 3.2871 -1.1474 -0.8054  0.102
H: 2.9523 -0.9306 0.8778  0.092
H: -2.2827 -0.3439 0.8161  -0.018
H: -3.3282 -0.7153 -0.6714  0.088
H: -2.5827 0.8433 -0.4710  0.088
H: -0.4700 0.5995 2.0263  -0.001


Record 5
Here is a molecular structure, C17H17GaN4OSSbSe4 from OMol25. Energies are from ωB97M-V/def2-TZVPD.

Results
charge	-1
LUMO	0.0709	Eh
orbital gap	5.84	eV
molar mass	832.74	g/mol

Last column: Löwdin charge in e.
Atoms and positions in Å:
Ga: -0.2511 -1.6943 -1.0503  -0.351
Se: 4.3738 0.0083 0.4331  -0.280
Sb: 3.2246 -1.9848 -0.4149  0.153
Se: 0.0411 -1.9002 -3.2323  0.027
Se: -0.5560 -3.1120 0.8853  0.717
Se: 3.4299 -3.6634 1.2910  -0.326
N: -2.8438 -0.5637 1.3637  0.184
C: -2.9722 -0.3073 0.0410  -0.609
N: -4.1316 0.2573 -0.3818  0.183
O: -2.0605 -0.5145 -0.7657  -0.057
H: -3.6535 -0.5841 1.9557  0.106
H: -2.0655 -1.1637 1.6155  0.021
H: -4.9232 0.3821 0.2180  0.099
H: -4.2277 0.4300 -1.3651  0.115
S: 2.0229 4.1154 1.2127  0.982
C: 1.4417 2.5430 0.6255  -0.511
C: 1.4632 2.1986 -0.7168  -0.055
C: 1.0166 0.9466 -1.0836  -0.141
N: 0.5661 0.0620 -0.1892  -0.064
C: 0.5520 0.3872 1.1017  -0.136
C: 0.9718 1.6190 1.5516  -0.072
C: 3.5384 4.2270 0.2684  -0.532
C: 3.6022 4.9718 -0.9012  -0.101
C: 4.7926 4.9626 -1.6133  -0.153
N: 5.8707 4.2760 -1.2379  0.062
C: 5.7933 3.5752 -0.1088  -0.144
C: 4.6576 3.5307 0.6922  -0.120
H: 1.8611 2.8674 -1.4653  0.112
H: 1.0182 0.6093 -2.1156  0.071
H: 0.2350 -0.3894 1.7855  0.091
H: 0.9844 1.8467 2.6081  0.109
H: 2.7466 5.5349 -1.2503  0.101
H: 4.8820 5.5240 -2.5383  0.101
H: 6.6712 3.0012 0.1660  0.108
H: 4.6421 2.9361 1.5954  0.086
C: -4.9825 -4.4105 -0.1479  -0.112
C: -4.0475 -4.2825 -1.1663  -0.083
C: -2.7417 -3.8982 -0.8857  -0.127
C: -2.3615 -3.6178 0.4262  -0.623
C: -3.3056 -3.7444 1.4461  -0.164
C: -4.6051 -4.1455 1.1625  -0.109
H: -5.9951 -4.7266 -0.3712  0.092
H: -4.3292 -4.4892 -2.1924  0.104
H: -2.0179 -3.8186 -1.6884  0.061
H: -3.0041 -3.5473 2.4696  0.093
H: -5.3235 -4.2543 1.9675  0.094


Record 6
Here is a molecular structure, C33H23Cl7N4O3S4Sr in a non-equilibrium geometry from OMol25. Energies are from ωB97M-V/def2-TZVPD.

Results
charge	-2
LUMO	0.1317	Eh
orbital gap	4.53	eV
molar mass	987.63	g/mol

Last column: Löwdin charge in e.
Atoms and positions in Å:
Sr: 0.2950 1.9585 0.1429  1.066
Cl: 0.9223 1.3851 3.7743  0.633
C: 2.4911 1.2544 3.0219  -0.751
C: 2.5376 1.2436 1.6348  -0.261
C: 3.8158 1.0862 1.1057  -0.739
Cl: 3.9759 0.9560 -0.6146  0.628
C: 4.9749 1.0100 1.8799  -0.718
Cl: 6.5432 0.8630 1.1587  0.617
C: 4.8716 1.0550 3.2687  -0.726
Cl: 6.2878 0.9861 4.2605  0.615
C: 3.6103 1.1545 3.8472  -0.723
Cl: 3.4685 1.1521 5.5770  0.608
S: 1.1384 1.5779 -2.7811  -0.304
S: 1.2830 3.5396 -3.2850  -0.297
S: 2.2871 4.5394 -1.7643  -0.271
S: 0.9431 4.8625 -0.2631  -0.275
C: 3.8280 -4.4143 -4.4435  -0.055
C: 3.6308 -4.8024 -3.0022  -0.283
C: 3.8239 -3.8909 -1.9723  -0.016
C: 3.6605 -4.2503 -0.6438  -0.010
C: 3.2769 -5.5459 -0.3120  -0.258
N: 3.1149 -5.9976 1.0142  0.125
C: 3.1321 -5.3008 2.2055  -0.535
O: 3.5827 -5.8194 3.2150  0.047
N: 2.6282 -4.0272 2.2155  0.139
C: 1.6203 -3.4369 1.4306  -0.233
C: 0.7076 -4.1578 0.6649  -0.022
C: -0.2451 -3.4607 -0.0599  -0.052
C: -0.2658 -2.0766 0.0006  -0.122
N: 0.5826 -1.3906 0.7610  0.095
C: 1.4915 -2.0497 1.4547  -0.070
C: 3.0807 -6.4681 -1.3394  -0.038
C: 3.2576 -6.0995 -2.6605  -0.059
H: 4.1189 -3.3686 -4.5255  0.077
H: 2.9073 -4.5579 -5.0118  0.079
H: 4.6042 -5.0272 -4.9063  0.074
H: 4.1126 -2.8727 -2.2034  0.121
H: 3.8458 -3.5177 0.1279  0.116
H: 3.3279 -6.9705 1.1584  0.141
H: 2.9040 -3.5056 3.0332  0.156
H: 0.7309 -5.2380 0.6500  0.110
H: -0.9683 -3.9970 -0.6597  0.101
H: -0.9764 -1.4877 -0.5693  0.111
H: 2.1635 -1.4440 2.0606  0.114
H: 2.7891 -7.4833 -1.0910  0.106
H: 3.1008 -6.8344 -3.4425  0.108
Cl: -6.4646 3.7283 -3.3418  0.648
C: -4.8450 4.2018 -2.8633  -0.582
C: -3.9315 4.4961 -3.8573  -0.124
C: -2.6495 4.8813 -3.5022  -0.075
C: -2.3299 5.0303 -2.1651  -0.102
C: -3.2632 4.7541 -1.1819  -0.557
Cl: -2.8422 5.1445 0.4466  0.778
C: -4.5444 4.2590 -1.4943  -0.297
N: -5.5154 3.8841 -0.5769  0.050
C: -5.3914 3.5429 0.7900  -0.254
C: -6.1686 4.2421 1.7108  -0.050
C: -6.1298 3.9314 3.0589  -0.110
C: -5.2987 2.9113 3.4991  -0.096
C: -4.5600 2.1842 2.5803  -0.033
C: -4.6090 2.4576 1.2154  -0.173
C: -3.8607 1.5820 0.2544  -0.038
C: -2.2989 1.6164 0.3211  -0.732
O: -1.7248 1.4170 -0.7721  -0.229
O: -1.7322 1.7703 1.4251  -0.174
H: -4.2288 4.4071 -4.8933  0.095
H: -1.9061 5.0828 -4.2608  0.104
H: -1.3491 5.3872 -1.8649  0.054
H: -6.4564 4.0390 -0.8927  0.084
H: -6.7893 5.0558 1.3520  0.106
H: -6.7358 4.4915 3.7607  0.090
H: -5.2432 2.6671 4.5528  0.093
H: -3.9161 1.3792 2.9086  0.116
H: -4.1329 1.7922 -0.7766  0.110
H: -4.0960 0.5326 0.4551  0.127


Repeat the first record exactly.
Here is a single C2H6N6 molecule in a non-equilibrium geometry from OMol25. Energies are from ωB97M-V/def2-TZVPD.

Results
LUMO	0.0252	Eh
orbital gap	8.76	eV
SMILES string	N/N=c1/[nH]ncn1N
molar mass	114.11	g/mol

Last column: Löwdin charge in e.
Atoms and positions in Å:
N: 2.2431 -0.1699 0.2122  -0.152
N: 1.2665 -1.1552 -0.0186  -0.094
C: 0.0289 -0.6979 -0.3063  -0.262
N: -1.1432 -1.5376 -0.3556  0.022
N: -2.1881 -0.8800 0.1841  0.030
C: -1.9223 0.2938 0.2776  -0.251
N: -0.5910 0.4675 0.2191  -0.125
N: -0.3097 1.6939 -0.3270  0.008
H: 2.5990 -0.1737 1.3071  0.126
H: 3.2045 -0.4079 -0.4624  0.142
H: -1.0301 -2.6054 -0.2382  0.183
H: -2.4723 1.1181 0.8668  0.165
H: 0.6207 2.1240 -0.0264  0.109
H: -0.3060 1.9303 -1.3322  0.099


The highest molar mass belongs to which entry? C33H23Cl7N4O3S4Sr


molar mass of number 4 (C3H8NOP)? 105.08 g/mol